Record 1
A cluster of 3 separate species, C3H14N2O2 in total in a non-equilibrium geometry. Source: OMol25; level of theory: wB97M-V/def2-TZVPD.

Values from the calculation:
DFT total energy: -382.64516 Eh
strongest force on any atom: 3.1 eV Å⁻¹
E_LUMO: 0.6807 eV
energy relative to the best compared isomer or geometry (same formula, charge and spin): 143.4 kJ/mol
SMILES: CCNCN.O.O

The geometry in ORCA input format:
```
! wB97M-V def2-TZVPD RIJCOSX def2/J DEFGRID3
* xyz 0 1
C -2.574 -0.473 -0.276
C -1.202 -0.168 0.382
N -0.051 -0.210 -0.500
C 1.314 -0.046 -0.067
N 2.300 -0.280 -1.176
H -2.496 -1.305 -0.992
H -3.274 -0.691 0.691
H -2.946 0.399 -0.882
H -1.000 -0.908 1.243
H -1.142 0.878 0.859
H -0.162 -1.007 -1.168
H 1.478 0.956 0.307
H 1.568 -0.792 0.727
H 2.022 0.228 -2.036
H 2.265 -1.299 -1.374
H 2.014 -0.209 4.110
H 1.389 1.314 4.248
O 1.170 0.319 4.064
H -0.730 1.625 -3.018
H 0.030 0.640 -2.116
O 0.026 1.030 -3.024
*
```

Mulliken atomic charge list, values in e, 4 entries: C -0.902; C -0.518; N -0.325; C -0.510



Record 2
A structure of composition C8H10AlN2S in a non-equilibrium geometry. Source: OMol25; level of theory: wB97M-V/def2-TZVPD.

Values from the calculation:
DFT total energy: -1060.81856 Eh
strongest force on any atom: 5.4 eV Å⁻¹
E_LUMO (alpha / beta): 2.9642 / 2.5647 eV
energy relative to the best compared isomer or geometry (same formula, charge and spin): 516.8 kJ/mol

The geometry in ORCA input format:
```
! wB97M-V def2-TZVPD RIJCOSX def2/J DEFGRID3
* xyz -1 1
C -0.374 0.610 -1.799
C 0.985 1.093 -1.876
C 1.222 1.925 -0.752
C 0.046 1.981 0.029
C -1.005 1.284 -0.635
Al -0.621 -0.998 -0.335
N -3.544 0.217 0.685
C 0.528 -2.336 -0.690
C 1.696 -1.557 -0.400
H 2.144 2.498 -0.579
H 1.666 0.948 -2.703
H -0.043 2.535 0.984
H -2.073 1.458 -0.526
H -0.922 0.142 -2.643
H 2.307 -1.325 -1.262
H 0.436 -3.330 -0.214
H -4.215 -0.558 0.658
H 2.144 -1.450 0.624
H 0.429 -2.597 -1.799
S 0.387 0.454 3.680
C -0.371 -0.214 2.469
N -0.823 -0.781 1.515
*
```

Mulliken atomic charge list, values in e, 4 entries: C -0.232; C -0.858; C -0.400; C -0.690



Record 3
A structure of composition C7H14FN2Pd in a non-equilibrium geometry. Source: OMol25; level of theory: wB97M-V/def2-TZVPD.

Values from the calculation:
DFT total energy: -612.16176 Eh
strongest force on any atom: 3.3 eV Å⁻¹
E_LUMO (alpha / beta): 2.9851 / 2.6766 eV
energy relative to the best compared isomer or geometry (same formula, charge and spin): 194.4 kJ/mol

The geometry in ORCA input format:
```
! wB97M-V def2-TZVPD RIJCOSX def2/J DEFGRID3
* xyz -1 3
C -1.284 -0.651 -2.235
Pd 0.273 0.075 -1.226
N 2.510 -0.269 0.024
N 1.477 -0.923 -2.654
H 2.475 -1.241 0.353
H 1.349 1.048 -0.495
H -2.124 -0.123 -1.759
H -1.329 -1.735 -2.039
H -1.173 -0.407 -3.298
H 1.785 -1.796 -2.217
H 2.262 -0.318 -2.884
H 0.926 -1.138 -3.490
H 3.315 -0.141 -0.592
H 2.629 0.317 0.853
F -2.248 1.055 4.174
C -1.655 0.849 2.955
C -0.781 -0.224 2.840
C -0.192 -0.441 1.584
C -0.486 0.447 0.560
C -1.367 1.504 0.681
C -1.996 1.698 1.911
H -0.562 -0.883 3.682
H 0.458 -1.306 1.432
H -1.540 2.114 -0.197
H -2.721 2.489 2.036
*
```

Mulliken atomic charge list, values in e, 4 entries: C -1.244; Pd -0.363; N -0.943; N -0.711



Record 4
A structure of composition C7H15F3KO6P in a non-equilibrium geometry. Source: OMol25; level of theory: wB97M-V/def2-TZVPD.

Values from the calculation:
DFT total energy: -1967.81184 Eh
strongest force on any atom: 5.1 eV Å⁻¹
E_LUMO (alpha / beta): -3.5256 / -6.3209 eV

The geometry in ORCA input format:
```
! wB97M-V def2-TZVPD RIJCOSX def2/J DEFGRID3
* xyz 1 2
K -0.433 0.984 3.075
C -0.768 1.711 -1.004
O -1.553 2.817 -1.644
O -0.994 1.881 0.444
C -1.127 0.353 -1.654
F -2.424 0.106 -1.555
F -1.114 0.262 -2.965
F -0.582 -0.662 -1.115
C -1.459 3.415 -2.886
C -2.777 4.289 -3.211
H -3.689 3.771 -2.915
H -2.807 5.276 -2.751
H -3.018 4.321 -4.274
H -1.415 2.726 -3.730
H -0.541 3.987 -3.020
H 0.261 1.885 -1.319
C 1.480 -2.563 4.310
O 1.771 -3.049 2.975
P 1.639 -2.040 1.716
O 1.165 -0.699 1.987
O 3.078 -2.153 0.903
C 3.488 -1.207 -0.067
O 0.635 -2.851 0.713
C -0.702 -3.066 1.174
H 2.050 -3.069 5.089
H 0.435 -2.574 4.619
H 1.682 -1.491 4.302
H 4.559 -1.090 0.104
H 3.103 -0.212 0.157
H 3.160 -1.510 -1.061
H -1.209 -3.296 0.236
H -1.187 -2.227 1.673
H -0.708 -4.025 1.693
*
```

Mulliken atomic charge list, values in e, 4 entries: K 1.052; C 0.010; O -0.328; O -0.247



Record 5
A cluster of 3 separate species, C2H10O3 in total in a non-equilibrium geometry. Source: OMol25; level of theory: wB97M-V/def2-TZVPD.

Values from the calculation:
DFT total energy: -307.89360 Eh
strongest force on any atom: 1.4 eV Å⁻¹
E_LUMO: 0.7166 eV
energy relative to the best compared isomer or geometry (same formula, charge and spin): 32.9 kJ/mol
SMILES: CCO.O.O

The geometry in ORCA input format:
```
! wB97M-V def2-TZVPD RIJCOSX def2/J DEFGRID3
* xyz 0 1
C -1.100 0.433 0.012
O -0.895 -0.484 1.103
C -0.160 0.087 -1.121
H -2.095 0.211 -0.365
H -0.954 1.478 0.273
H -1.730 -0.595 1.562
H -0.625 0.438 -2.048
H 0.803 0.608 -1.152
H 0.114 -0.962 -1.246
H -0.269 -2.351 0.544
H 0.983 -3.235 0.629
O 0.026 -3.283 0.558
H 2.061 2.902 1.132
H 2.211 2.089 -0.190
O 1.629 2.665 0.309
*
```

Mulliken atomic charge list, values in e, 4 entries: C -0.073; O -0.569; C -0.863; H 0.305



Record 6
A structure of composition C29H38F6GeN5O4S2ScSi in a non-equilibrium geometry. Source: OMol25; level of theory: wB97M-V/def2-TZVPD.

Values from the calculation:
DFT total energy: -6225.30519 Eh
strongest force on any atom: 3.5 eV Å⁻¹
E_LUMO: -0.0164 eV
energy relative to the best compared isomer or geometry (same formula, charge and spin): 100.6 kJ/mol

The geometry in ORCA input format:
```
! wB97M-V def2-TZVPD RIJCOSX def2/J DEFGRID3
* xyz 0 1
Sc 0.143 0.586 0.091
C 2.657 2.643 -0.713
N 2.432 1.185 -0.457
C 2.973 0.409 -1.640
C 2.658 -1.071 -1.504
C 3.429 -2.014 -2.241
C 3.102 -3.340 -2.100
C 2.106 -3.668 -1.199
C 1.358 -2.696 -0.608
N 1.657 -1.357 -0.738
C 3.210 0.809 0.724
C 2.752 1.645 1.824
C 3.666 2.128 2.768
C 3.187 2.776 3.886
C 1.822 3.016 3.991
C 1.000 2.579 2.971
N 1.415 1.904 1.951
C 1.461 3.274 -1.284
C 1.446 4.427 -2.053
C 0.334 4.939 -2.688
C -0.880 4.330 -2.506
C -0.873 3.201 -1.683
N 0.267 2.654 -1.166
H 3.532 2.850 -1.349
H 2.886 3.135 0.233
H 4.063 0.641 -1.607
H 2.555 0.863 -2.566
H 4.339 -1.767 -2.864
H 3.693 -4.131 -2.550
H 1.840 -4.690 -0.887
H 0.515 -2.954 0.025
H 4.303 0.868 0.550
H 2.908 -0.239 0.864
H 4.733 1.979 2.615
H 3.846 2.958 4.773
H 1.291 3.583 4.780
H -0.073 2.709 3.007
H 2.424 4.921 -2.204
H 0.387 5.817 -3.319
H -1.698 4.694 -3.088
H -1.837 2.654 -1.601
F -1.177 0.406 4.507
C -0.199 -0.507 4.428
F -0.296 -1.310 5.488
F 0.968 0.087 4.373
S -0.427 -1.492 2.915
O 0.150 -0.660 1.831
O -1.835 -1.673 2.886
N 0.370 -2.814 3.146
S 1.838 -3.147 2.616
O 2.730 -2.070 2.173
O 1.718 -4.301 1.772
C 2.517 -3.791 4.190
F 1.754 -4.797 4.573
F 3.720 -4.225 3.986
F 2.556 -2.871 5.175
C -4.385 1.893 -0.824
Ge -3.577 0.789 0.683
C -4.618 1.175 2.337
C -3.842 -1.110 0.294
C -1.644 1.524 1.022
H -5.423 1.752 -1.090
H -3.725 1.724 -1.673
H -4.354 2.914 -0.581
H -4.101 1.708 3.139
H -5.009 0.270 2.812
H -5.485 1.797 2.251
H -3.571 -1.261 -0.767
H -4.986 -1.304 0.228
H -3.371 -1.900 0.848
H -1.651 1.698 2.098
H -1.777 2.528 0.555
C -0.889 -2.455 -4.903
Si -2.160 -2.036 -3.607
C -3.674 -1.211 -4.285
C -2.795 -3.556 -2.690
C -1.229 -1.085 -2.427
C -0.750 -0.251 -1.716
H -1.209 -3.039 -5.708
H -0.001 -3.007 -4.466
H -0.581 -1.543 -5.337
H -3.442 -0.361 -4.860
H -4.341 -1.003 -3.419
H -4.216 -1.927 -4.902
H -3.396 -4.277 -3.208
H -3.278 -3.322 -1.738
H -1.933 -4.211 -2.564
*
```

Mulliken atomic charge list, values in e, 4 entries: Sc -1.618; C -1.412; N 1.060; C -1.391



Q: Which value of strongest force on any atom does entry 5 give?
A: 1.4 eV Å⁻¹



Q: Which formula does entry 2 have?
A: C8H10AlN2S



Q: The highest DFT total energy belongs to which entry?
A: C2H10O3



Please write out number 5 again, unchanged.
A cluster of 3 separate species, C2H10O3 in total in a non-equilibrium geometry. Source: OMol25; level of theory: wB97M-V/def2-TZVPD.

Values from the calculation:
DFT total energy: -307.89360 Eh
strongest force on any atom: 1.4 eV Å⁻¹
E_LUMO: 0.7166 eV
energy relative to the best compared isomer or geometry (same formula, charge and spin): 32.9 kJ/mol
SMILES: CCO.O.O

The geometry in ORCA input format:
```
! wB97M-V def2-TZVPD RIJCOSX def2/J DEFGRID3
* xyz 0 1
C -1.100 0.433 0.012
O -0.895 -0.484 1.103
C -0.160 0.087 -1.121
H -2.095 0.211 -0.365
H -0.954 1.478 0.273
H -1.730 -0.595 1.562
H -0.625 0.438 -2.048
H 0.803 0.608 -1.152
H 0.114 -0.962 -1.246
H -0.269 -2.351 0.544
H 0.983 -3.235 0.629
O 0.026 -3.283 0.558
H 2.061 2.902 1.132
H 2.211 2.089 -0.190
O 1.629 2.665 0.309
*
```

Mulliken atomic charge list, values in e, 4 entries: C -0.073; O -0.569; C -0.863; H 0.305